one.
The molecule C8H9N3, computed with ωB97M-V/def2-TZVPD.

Atoms and positions in Å:
C (-1.654, -1.582, 0.230)
N (-2.745, -0.947, 0.508)
C (-3.097, 0.222, -0.091)
C (-2.328, 1.313, -0.063)
C (-0.879, 1.250, 0.078)
C (-0.098, 0.241, -0.520)
N (1.278, 0.219, -0.251)
C (1.971, -0.963, -0.267)
C (3.303, -0.616, 0.104)
C (3.231, 0.788, 0.339)
N (1.993, 1.252, 0.133)
H (-1.375, -1.755, -0.798)
H (-1.249, -2.312, 0.984)
H (-4.204, 0.313, -0.166)
H (-2.715, 2.396, -0.293)
H (-0.292, 2.036, 0.694)
H (-0.474, -0.378, -1.262)
H (1.414, -1.786, -0.464)
H (4.077, -1.255, 0.517)
H (3.848, 1.563, 0.588)

Summary:
2S+1: 1
LUMO energy in eV: 0.38
Kohn-Sham gap in eV: 8.58



two.
A cluster of 2 separate species, C8H9N3 in total, computed with ωB97M-V/def2-TZVPD.

Atoms and positions in Å:
C (-1.530, 2.225, 0.154)
C (-2.833, 2.373, -0.415)
C (0.956, -1.795, 0.873)
C (-1.074, 1.010, -0.258)
C (-3.099, 1.233, -1.170)
C (2.180, -2.227, 1.271)
C (2.372, -0.176, 0.483)
C (1.081, -0.549, 0.341)
N (3.006, -1.186, 1.175)
N (-2.055, 0.384, -0.940)
N (-2.201, -0.886, -1.264)
H (-1.017, 3.023, 0.655)
H (-3.400, 3.224, -0.339)
H (0.024, -2.356, 0.949)
H (-0.072, 0.638, -0.022)
H (-3.919, 0.749, -1.784)
H (2.182, -3.083, 1.936)
H (2.854, 0.810, 0.429)
H (4.018, -1.180, 1.271)
H (-1.233, -1.275, -1.142)

Summary:
2S+1: 1
LUMO energy (spin up / spin down) in eV: -0.37 / -0.63
Kohn-Sham gap (spin up / spin down) in eV: 8.14 / 7.42



It is one that is the most stable of them.



one.
The molecule CH2N2O2S, computed with ωB97M-V/def2-TZVPD.

Atoms and positions in Å:
C (-1.603, 0.684, 0.154)
N (0.540, -0.477, -0.051)
N (-0.744, -0.371, 0.172)
O (2.968, -0.785, -0.274)
O (-1.363, 1.803, -0.239)
S (2.045, 0.221, 0.214)
H (-2.593, 0.328, 0.476)
H (0.750, -1.403, -0.453)

Summary:
2S+1: 1
LUMO energy (spin up / spin down) in eV: -1.59 / -1.53
Kohn-Sham gap (spin up / spin down) in eV: 7.74 / 7.92



two.
The molecule CH2N2O2S, computed with ωB97M-V/def2-TZVPD.

Atoms and positions in Å:
C (-0.156, 0.351, 0.244)
N (-0.253, 1.635, -0.105)
N (-0.937, 2.555, -0.310)
O (-2.939, -0.672, -0.985)
O (-1.344, -0.229, 0.912)
S (-2.826, -0.010, 0.310)
H (-0.008, -0.147, -0.682)
H (0.702, -0.050, 0.775)

Summary:
2S+1: 1
LUMO energy (spin up / spin down) in eV: 0.31 / -0.78
Kohn-Sham gap (spin up / spin down) in eV: 9.05 / 7.37



It is one that is the most stable of them.



one.
A structure of composition CH2N2O2S, computed with ωB97M-V/def2-TZVPD.

Atoms and positions in Å:
C (-0.751, 0.933, 0.998)
N (-0.070, 0.194, 0.188)
N (-2.442, 0.234, 0.756)
O (-2.363, -0.618, -0.134)
O (-3.354, 0.700, 1.341)
S (-0.608, 2.005, 2.096)
H (-0.655, -0.629, -0.211)
H (0.809, 0.046, 0.566)

Summary:
2S+1: 1
LUMO energy in eV: -0.32
Kohn-Sham gap in eV: 9.01



two.
A cluster of 2 separate species, CH2N2O2S in total, computed with ωB97M-V/def2-TZVPD.

Atoms and positions in Å:
N (1.081, 1.213, -0.834)
S (2.274, 0.753, -0.054)
O (2.243, -0.478, 0.645)
O (3.377, 1.637, 0.071)
H (0.229, 0.635, -0.671)
C (-1.747, 1.995, -0.295)
N (-1.555, 0.915, 0.064)
H (-1.819, 2.826, -0.805)

Summary:
2S+1: 1
LUMO energy in eV: -0.07
Kohn-Sham gap in eV: 11.38



It is two that is the most stable of them.



one.
A cluster of 3 separate species, C3H6O3 in total, computed with ωB97M-V/def2-TZVPD.

Atoms and positions in Å:
C (2.042, -0.208, 0.680)
C (0.952, -0.477, 0.029)
O (0.129, -1.060, -0.573)
H (2.650, -1.041, 0.986)
H (2.412, 0.774, 0.880)
C (-2.067, -0.766, -0.420)
O (-2.102, 0.192, 0.310)
H (-2.179, -1.798, -0.058)
H (-2.041, -0.667, -1.516)
O (0.313, 1.570, -0.390)
H (0.523, 2.115, 0.376)
H (-0.633, 1.365, -0.303)

Summary:
2S+1: 1
LUMO energy in eV: 0.74
Kohn-Sham gap in eV: 9.83



two.
The molecule C3H6O3, computed with ωB97M-V/def2-TZVPD.

Atoms and positions in Å:
O (0.128, 1.309, -0.371)
C (0.017, 0.146, -0.027)
C (1.305, -0.645, 0.007)
O (2.402, 0.361, -0.368)
C (-1.402, -0.263, 0.392)
O (-2.287, 0.636, -0.208)
H (1.211, -1.373, 0.904)
H (1.510, -1.307, -0.816)
H (1.995, 1.198, -0.731)
H (-1.465, -0.203, 1.496)
H (-1.673, -1.285, 0.105)
H (-1.740, 1.425, -0.383)

Summary:
2S+1: 1
LUMO energy in eV: 0.54
Kohn-Sham gap in eV: 11.12



It is two that is the most stable of them.



one.
A structure of composition C3H6O3, computed with ωB97M-V/def2-TZVPD.

Atoms and positions in Å:
C (-1.032, -0.690, -0.116)
C (-0.307, 1.100, 0.382)
C (1.330, -0.332, -0.270)
H (-1.607, -1.115, 0.807)
H (-1.299, -1.304, -0.989)
H (-0.470, 2.306, 0.380)
H (-0.452, 0.666, 1.482)
H (1.276, -0.615, -1.294)
H (2.407, -0.605, -0.086)
O (-1.152, 0.640, -0.548)
O (1.063, 1.016, -0.113)
O (0.245, -1.067, 0.365)

Summary:
2S+1: 1
LUMO energy in eV: 0.95
Kohn-Sham gap in eV: 10.95



two.
The molecule C3H6O3, computed with ωB97M-V/def2-TZVPD.

Atoms and positions in Å:
O (1.029, 1.436, -0.430)
C (1.329, 0.496, -1.140)
O (0.963, -0.762, -0.859)
C (0.233, -0.858, 0.447)
C (-1.187, -0.284, 0.429)
O (-1.288, 1.084, 0.702)
H (1.867, 1.074, -1.909)
H (0.196, -1.929, 0.668)
H (0.824, -0.356, 1.220)
H (-1.655, -0.564, -0.530)
H (-1.763, -0.785, 1.220)
H (-0.572, 1.519, 0.210)

Summary:
2S+1: 1
LUMO energy in eV: 0.89
Kohn-Sham gap in eV: 11.03



three.
The molecule C3H6O3, computed with ωB97M-V/def2-TZVPD.

Atoms and positions in Å:
O (0.774, 1.640, 1.347)
C (-0.110, 1.217, 0.661)
O (-1.412, 1.524, 0.868)
C (0.050, 0.269, -0.497)
C (0.350, -1.144, -0.002)
O (0.789, -2.046, -1.020)
H (-1.440, 2.149, 1.609)
H (0.847, 0.613, -1.139)
H (-0.817, 0.321, -1.149)
H (-0.504, -1.604, 0.488)
H (1.228, -1.016, 0.641)
H (0.245, -1.922, -1.806)

Summary:
2S+1: 1
LUMO energy in eV: 0.68
Kohn-Sham gap in eV: 11.37



four.
A cluster of 2 separate species, C3H6O3 in total, computed with ωB97M-V/def2-TZVPD.

Atoms and positions in Å:
C (-1.085, -0.315, 1.039)
C (0.233, -0.452, 0.287)
O (0.345, -0.993, -0.791)
O (1.278, 0.150, 0.871)
H (-1.028, -0.899, 1.960)
H (-1.136, 0.657, 1.281)
H (-1.824, -0.648, 0.288)
H (2.044, 0.261, 0.284)
C (1.025, 2.388, -1.271)
O (0.253, 1.856, -2.059)
H (0.629, 2.933, -0.385)
H (2.034, 2.233, -1.596)

Summary:
2S+1: 1
LUMO energy in eV: 0.53
Kohn-Sham gap in eV: 10.81



It is three that is the most stable of them.



one.
The molecule C3H6O3, computed with ωB97M-V/def2-TZVPD.

Atoms and positions in Å:
O (1.434, -0.351, -0.142)
C (0.263, 0.003, -0.109)
C (-0.822, -0.904, -0.588)
O (-0.523, -2.228, -0.263)
C (-0.008, 1.281, 0.555)
O (1.124, 2.054, 0.556)
H (-1.814, -0.641, -0.206)
H (-0.814, -0.710, -1.675)
H (0.447, -2.278, -0.305)
H (-0.155, 0.512, 1.433)
H (-0.928, 1.869, 0.480)
H (1.795, 1.392, 0.263)

Summary:
2S+1: 1
LUMO energy in eV: 0.73
Kohn-Sham gap in eV: 10.93



two.
A structure of composition C3H6O3, computed with ωB97M-V/def2-TZVPD.

Atoms and positions in Å:
C (0.383, -1.967, -0.556)
C (0.527, -0.592, -0.098)
C (-0.951, 1.620, 0.219)
O (0.367, -1.588, 0.807)
O (1.478, 0.329, -0.233)
O (-1.094, 0.237, 0.046)
H (-0.636, -2.170, -0.997)
H (1.196, -2.570, -0.804)
H (-0.118, 1.852, 1.019)
H (-1.958, 1.862, 0.733)
H (-0.729, 2.194, -0.730)
H (1.535, 0.792, 0.592)

Summary:
2S+1: 1
LUMO energy in eV: 0.67
Kohn-Sham gap in eV: 10.14



It is one that is the most stable of them.



one.
The molecule C3H6O3, computed with ωB97M-V/def2-TZVPD.

Atoms and positions in Å:
O (1.861, 1.313, 0.056)
C (1.090, 0.610, 0.667)
C (0.380, -0.546, -0.015)
O (0.624, -0.486, -1.395)
C (-1.120, -0.427, 0.221)
O (-1.561, 0.871, -0.103)
H (0.875, 0.778, 1.739)
H (0.757, -1.487, 0.425)
H (1.378, 0.121, -1.505)
H (-1.629, -1.195, -0.379)
H (-1.361, -0.599, 1.275)
H (-1.282, 1.029, -1.017)

Summary:
2S+1: 1
LUMO energy in eV: 0.78
Kohn-Sham gap in eV: 11.28



two.
A cluster of 2 separate species, C3H6O3 in total, computed with ωB97M-V/def2-TZVPD.

Atoms and positions in Å:
O (1.773, 0.990, 0.317)
C (0.704, 0.745, 0.831)
C (-0.314, -0.156, 0.215)
C (-1.318, -0.841, 1.039)
O (-1.641, 0.354, 0.369)
H (0.395, 1.227, 1.779)
H (-0.056, -0.540, -0.770)
H (-1.772, -1.747, 0.638)
H (-1.295, -0.772, 2.124)
O (1.234, -0.104, -2.366)
H (0.611, 0.593, -2.601)
H (1.680, 0.251, -1.578)

Summary:
2S+1: 1
LUMO energy in eV: 0.44
Kohn-Sham gap in eV: 10.93



three.
A cluster of 2 separate species, C3H6O3 in total, computed with ωB97M-V/def2-TZVPD.

Atoms and positions in Å:
C (0.596, -0.461, 1.235)
C (-0.379, 0.438, 0.523)
O (-0.326, 1.646, 0.515)
C (-1.532, -0.278, -0.210)
O (-2.312, 0.324, -0.899)
H (1.463, 0.116, 1.562)
H (0.909, -1.273, 0.569)
H (0.111, -0.910, 2.111)
H (-1.597, -1.377, -0.060)
O (0.899, 0.220, -1.840)
H (1.790, 0.522, -1.625)
H (0.378, 1.033, -1.881)

Summary:
2S+1: 1
LUMO energy in eV: -0.31
Kohn-Sham gap in eV: 9.45



four.
The molecule C3H6O3, computed with ωB97M-V/def2-TZVPD.

Atoms and positions in Å:
O (2.027, 1.529, -0.773)
C (1.024, 0.971, -0.389)
O (0.013, 1.713, 0.158)
C (0.625, -0.436, -0.143)
C (-0.805, -0.485, 0.221)
O (-1.366, -1.720, -0.275)
H (0.070, 2.587, 0.162)
H (1.231, -1.014, 0.558)
H (0.952, -0.931, -1.098)
H (-1.429, 0.283, -0.286)
H (-0.877, -0.217, 1.333)
H (-1.463, -2.280, 0.532)

Summary:
2S+1: 1
LUMO energy in eV: 0.58
Kohn-Sham gap in eV: 11.06



It is one that is the most stable of them.



one.
A cluster of 2 separate species, C6H18NO in total, computed with ωB97M-V/def2-TZVPD.

Atoms and positions in Å:
C (-0.630, 2.664, -1.822)
C (0.044, 2.080, -0.507)
C (0.333, 0.626, -0.695)
C (1.375, -0.003, 0.194)
C (1.692, -1.476, 0.117)
C (0.958, -2.333, 1.230)
N (-0.439, -1.743, 1.401)
H (-1.025, 1.754, -2.256)
H (-1.279, 3.434, -1.584)
H (0.249, 3.012, -2.397)
H (-0.502, 2.462, 0.385)
H (0.952, 2.654, -0.299)
H (-0.617, 0.063, -0.770)
H (0.838, 0.547, -1.663)
H (2.346, 0.505, 0.114)
H (1.239, 0.328, 1.269)
H (1.374, -1.780, -0.879)
H (2.775, -1.502, 0.238)
H (1.398, -2.397, 2.184)
H (0.898, -3.344, 0.803)
H (-0.617, -0.832, 0.887)
H (-1.119, -2.367, 0.902)
H (-0.753, -1.623, 2.368)
H (-3.457, 0.131, 0.118)
H (-2.271, 0.987, -0.341)
O (-2.493, 0.098, -0.010)

Summary:
Total charge: +1
2S+1: 1
LUMO energy in eV: -3.22
Kohn-Sham gap in eV: 11.03



two.
A cluster of 3 separate species, C6H18NO in total, computed with ωB97M-V/def2-TZVPD.

Atoms and positions in Å:
C (2.786, -1.059, -0.859)
C (1.510, -0.357, -0.198)
C (0.176, -0.673, -0.884)
C (-1.068, -0.220, -0.047)
C (-0.805, 0.012, 1.421)
C (-1.643, 1.052, -0.673)
N (1.746, 0.955, -0.065)
H (3.460, -0.350, -1.341)
H (2.418, -1.687, -1.680)
H (3.381, -1.577, -0.106)
H (1.537, -0.729, 0.864)
H (0.174, -0.132, -1.834)
H (0.188, -1.759, -1.060)
H (-1.812, -0.977, -0.183)
H (-0.612, -0.886, 2.025)
H (0.007, 0.743, 1.559)
H (-1.685, 0.464, 1.884)
H (-2.582, 1.346, -0.222)
H (-1.880, 0.873, -1.721)
H (-0.909, 1.851, -0.608)
H (2.933, 3.220, 1.968)
H (2.618, 1.085, 0.472)
H (3.614, 3.393, 1.724)
H (-5.068, -0.968, -0.156)
H (-4.305, -2.284, -0.195)
O (-4.181, -1.337, -0.083)

Summary:
Total charge: +1
2S+1: 1
LUMO energy in eV: -8.43
Kohn-Sham gap in eV: 5.86



three.
A cluster of 2 separate species, C6H18NO in total, computed with ωB97M-V/def2-TZVPD.

Atoms and positions in Å:
C (0.149, -0.527, -2.247)
C (-0.260, -1.117, -0.913)
C (-1.101, -0.173, 0.006)
C (-1.380, -0.884, 1.330)
C (-0.382, 1.148, 0.239)
C (-1.195, 2.166, 1.023)
N (1.058, -1.557, -0.220)
H (0.379, -1.317, -2.966)
H (0.956, 0.199, -2.223)
H (-0.708, -0.013, -2.692)
H (-0.800, -2.057, -0.999)
H (-2.017, 0.000, -0.559)
H (-1.699, -1.920, 1.172)
H (-2.203, -0.392, 1.843)
H (-0.485, -0.921, 1.953)
H (-0.126, 1.626, -0.711)
H (0.552, 1.063, 0.789)
H (-1.468, 1.827, 2.034)
H (-2.114, 2.592, 0.620)
H (-0.612, 3.046, 1.328)
H (1.761, -0.865, 0.135)
H (1.564, -2.093, -0.926)
H (0.828, -2.197, 0.540)
H (3.210, 0.733, 1.270)
H (3.137, 1.183, -0.214)
O (2.957, 0.450, 0.389)

Summary:
Total charge: +1
2S+1: 1
LUMO energy in eV: -3.04
Kohn-Sham gap in eV: 11.75



It is three that is the most stable of them.